This record from the Open Molecules 2025 dataset describes an isolated molecule of C21H28N2O4. The level of theory is ωB97M-V/def2-TZVPD.

Summary:
LUMO energy = 0.547 eV
HOMO-LUMO gap = 8.84 eV
SMILES = COC(=O)[C@H](Cc1ccc(O)cc1)NC(=O)N[C@]12C[C@H]3C[C@H](C[C@H](C3)C1)C2
ΔE to the lowest compared entry with this formula, charge and spin = 0.140 eV

```
! RIJCOSX wB97M-V def2-TZVPD def2/J DEFGRID3
* xyz 0 1
C 2.0418 -2.6978 0.8145
O 1.0830 -1.6629 0.6366
C 0.9472 -0.8101 1.6635
O 1.5919 -0.8810 2.6724
C -0.1495 0.2049 1.3901
C -1.5159 -0.4783 1.6478
C -1.5406 -1.1232 3.0024
C -1.6653 -0.3472 4.1466
C -1.6382 -0.9262 5.4005
C -1.4821 -2.3008 5.5312
O -1.4503 -2.9145 6.7459
C -1.3594 -3.0867 4.3909
C -1.3861 -2.4965 3.1433
N -0.0402 0.7075 0.0431
C -0.5479 1.9406 -0.2704
O -0.9763 2.7034 0.5747
N -0.5495 2.2950 -1.5887
C 0.1235 1.7260 -2.7516
C 0.0033 2.7593 -3.8798
C 0.6765 2.2450 -5.1517
C 2.1552 1.9812 -4.8755
C 2.2790 0.9450 -3.7604
C 1.5997 -0.3545 -4.1912
C 0.1236 -0.0866 -4.4839
C 0.0010 0.9503 -5.5980
C -0.5606 0.4315 -3.2183
C 1.6148 1.4732 -2.4884
H 1.9572 -3.3463 -0.0541
H 3.0458 -2.2748 0.8814
H 1.8318 -3.2497 1.7325
H -0.0318 1.0491 2.0755
H -2.2848 0.2925 1.5692
H -1.6827 -1.2262 0.8688
H -1.7852 0.7219 4.0539
H -1.7342 -0.3100 6.2850
H -1.5244 -2.2537 7.4448
H -1.2404 -4.1525 4.5046
H -1.2881 -3.1169 2.2632
H 0.0305 0.0060 -0.6747
H -0.8828 3.2407 -1.7073
H -1.0526 2.9603 -4.0757
H 0.4752 3.6935 -3.5662
H 0.5790 3.0002 -5.9392
H 2.6431 1.6150 -5.7811
H 2.6511 2.9079 -4.5792
H 3.3381 0.7528 -3.5569
H 2.0879 -0.7493 -5.0846
H 1.6935 -1.1030 -3.4008
H -0.3616 -1.0178 -4.7974
H -1.0521 1.1353 -5.8207
H 0.4754 0.5771 -6.5079
H -1.6155 0.6361 -3.4134
H -0.5133 -0.3411 -2.4490
H 2.0849 2.4092 -2.1785
H 1.7494 0.7560 -1.6788
*
```



This record from the Open Molecules 2025 dataset describes an isolated molecule of C10H8O3 in a non-equilibrium geometry. The level of theory is ωB97M-V/def2-TZVPD.

Summary:
LUMO energy = -0.642 eV
HOMO-LUMO gap = 8.51 eV
SMILES = O=c1c(CO)coc2ccccc12
ΔE to the lowest compared entry with this formula, charge and spin = 5.028 eV

```
! RIJCOSX wB97M-V def2-TZVPD def2/J DEFGRID3
* xyz 0 1
O 1.5256 -1.7732 -0.5347
C 1.0128 -0.6466 -0.4990
C 1.8052 0.6474 -0.1627
C 3.2728 0.4834 0.0870
O 3.3054 -0.9455 0.7948
C 0.9945 1.7863 -0.2170
O -0.2912 1.9273 -0.3752
C -1.0368 0.7592 -0.0257
C -2.4467 1.0527 0.2202
C -3.4597 0.0236 0.2810
C -2.8832 -1.2930 -0.0244
C -1.4581 -1.5507 -0.1018
C -0.4412 -0.4709 -0.1718
H 3.9861 0.5104 -1.0388
H 3.9029 1.3009 0.7471
H 2.8185 -1.7124 0.2179
H 1.5519 2.6264 -0.0527
H -2.8506 1.9719 0.7609
H -4.5322 0.1263 0.3372
H -3.6556 -2.2364 0.0352
H -1.1203 -2.5871 -0.2775
*
```



This record from the Open Molecules 2025 dataset describes a 6-piece molecular cluster, C26H52N2O8PS overall in a non-equilibrium geometry. The level of theory is ωB97M-V/def2-TZVPD.

Summary:
LUMO energy = 1.314 eV
HOMO-LUMO gap = 4.63 eV

```
! RIJCOSX wB97M-V def2-TZVPD def2/J DEFGRID3
* xyz -1 1
C 4.6961 -3.1039 1.2045
N 5.3856 -1.7630 0.8853
N 4.6137 -1.0290 -0.0097
C 3.4064 -1.9317 -0.2513
S 2.1533 -1.1333 -1.4118
C 1.9062 0.5999 -0.6458
C 1.8217 0.5610 1.0021
C 0.4788 -0.1865 1.5896
C -0.6798 0.9502 1.9898
C -2.1208 0.2752 2.4161
C -3.4353 1.1980 2.0317
C -4.1196 0.8275 0.5889
P -5.7153 -0.2308 0.7087
O -5.5889 -0.9422 -0.9141
C -5.3582 -2.4250 -0.9285
C -5.5004 -2.7918 0.6906
O -5.0206 -1.6217 1.4933
O 3.4018 -3.2183 0.4625
H 5.0252 -3.9626 1.9314
H 2.9208 1.1753 -0.8995
H 0.9986 1.1787 -1.1254
H 2.7801 0.1281 1.5241
H 1.7506 1.6982 1.3578
H 0.0084 -0.9799 0.8658
H 0.7906 -0.7170 2.5973
H -0.7691 1.6561 1.0402
H -0.2272 1.6081 2.8763
H -2.2000 -0.8045 1.9593
H -2.1104 0.2086 3.6036
H -3.0513 2.3239 1.9409
H -4.2125 1.1591 2.9341
H -3.3308 0.3316 -0.1210
H -4.4459 1.8566 0.0879
H -6.9907 -0.9422 0.8240
H -6.5564 0.7695 0.0395
H -6.0583 0.3815 1.9929
H -4.2846 -2.5032 -1.4171
H -6.1707 -3.0657 -1.4817
H -4.6919 -3.6244 0.9106
H -6.6283 -3.0920 0.8853
C 3.7442 -1.3503 -4.5525
C 3.5459 -1.0336 -6.0106
O 2.8153 -0.1117 -6.3702
C 4.2761 -1.8881 -7.0118
H 3.1564 -0.6528 -3.9464
H 3.4037 -2.3677 -4.3437
H 4.7989 -1.2403 -4.2883
H 3.9593 -2.9294 -6.9127
H 5.3547 -1.8020 -6.8574
H 4.0385 -1.5443 -8.0242
C 7.3895 -2.1824 -1.3552
C 7.9069 -1.8465 -2.7283
O 7.4997 -2.4385 -3.7266
C 8.9414 -0.7581 -2.8328
H 6.6489 -2.9855 -1.4329
H 8.2118 -2.5250 -0.7219
H 6.9093 -1.3054 -0.9142
H 9.8329 -1.0372 -2.2654
H 8.5305 0.1825 -2.4577
H 9.2221 -0.6239 -3.8829
C -9.4566 -6.1352 -1.1565
C -9.0273 -5.2652 -0.0056
O -7.8944 -4.7889 0.0470
C -10.0375 -5.0002 1.0784
H -8.6256 -6.2397 -1.8621
H -9.7310 -7.1276 -0.7898
H -10.3006 -5.6746 -1.6759
H -10.3378 -5.9420 1.5447
H -10.9075 -4.4889 0.6587
H -9.5887 -4.3577 1.8435
C 4.2592 2.8810 4.1002
C 2.8508 3.3409 3.8345
O 1.9626 2.5419 3.5420
C 2.5710 4.8162 3.9406
H 4.3131 1.7930 3.9875
H 4.9421 3.3414 3.3817
H 4.5488 3.1416 5.1213
H 3.1786 5.3627 3.2149
H 2.7852 5.1631 4.9546
H 1.5137 5.0016 3.7228
C -1.0089 6.1070 0.8957
C 0.4266 6.5478 0.9996
O 1.2995 5.7878 1.4159
C 0.7529 7.9544 0.5744
H -1.0956 5.0699 1.2366
H -1.6379 6.7373 1.5294
H -1.3402 6.1621 -0.1443
H 0.2025 8.6670 1.1939
H 0.5003 8.0920 -0.4800
H 1.8258 8.1330 0.7039
*
```



This record from the Open Molecules 2025 dataset describes C30H38F5N7O2PSSeV as an isolated structure. The level of theory is ωB97M-V/def2-TZVPD.

Summary:
LUMO energy (spin up / spin down) = -2.549 / -2.190 eV
HOMO-LUMO gap (spin up / spin down) = 6.00 / 7.87 eV
ΔE to the lowest compared entry with this formula, charge and spin = 0.000 eV

```
! RIJCOSX wB97M-V def2-TZVPD def2/J DEFGRID3
* xyz 1 4
V -0.1318 -0.3675 0.6557
C 2.1909 -1.1346 2.4282
N 1.2559 -1.8332 1.5022
C 2.0420 -2.6346 0.5529
C 0.3604 -2.6267 2.3372
C 0.5711 -3.9479 2.6710
C -0.2765 -4.5759 3.5782
C -1.3017 -3.8577 4.1648
C -1.5361 -2.5348 3.8086
C -0.7345 -1.9198 2.8555
N -0.9646 -0.6511 2.2815
C -2.0695 0.1461 2.7009
C -3.3709 -0.3371 2.6339
C -4.4384 0.4638 3.0067
C -4.2069 1.7574 3.4464
C -2.9115 2.2499 3.5035
C -1.8316 1.4623 3.1192
N -0.4881 1.9465 3.1261
C -0.3552 3.3769 2.9181
C 0.2446 1.5176 4.3127
H 2.7448 -1.8743 3.0095
H 2.8775 -0.5205 1.8514
H 1.6250 -0.4927 3.0969
H 2.8023 -3.2291 1.0653
H 1.3804 -3.2996 0.0005
H 2.5394 -1.9619 -0.1469
H 1.4009 -4.4981 2.2465
H -0.1177 -5.6152 3.8320
H -1.9457 -4.3306 4.8950
H -2.3577 -1.9932 4.2542
H -3.5434 -1.3399 2.2636
H -5.4480 0.0803 2.9416
H -5.0346 2.3874 3.7444
H -2.7410 3.2653 3.8382
H -0.6248 3.9751 3.8003
H 0.6887 3.6014 2.6822
H -0.9841 3.6890 2.0846
H -0.0949 2.0442 5.2153
H 0.1017 0.4491 4.4711
H 1.3112 1.7148 4.1809
C -2.5829 -0.9229 -4.5597
C -1.9510 0.3032 -4.0078
C -1.3466 1.3217 -4.7099
C -0.7952 2.4123 -4.0766
N -0.8933 2.4443 -2.6661
C -1.4441 1.4688 -1.9485
S -1.4704 1.5806 -0.2353
N -1.9735 0.4372 -2.5989
C -0.1256 3.5789 -4.7067
H -2.5635 -0.8988 -5.6475
H -3.6259 -1.0140 -4.2410
H -2.0637 -1.8289 -4.2295
H -1.3031 1.2622 -5.7895
H -2.3795 -0.2899 -2.0183
H 0.0329 3.3955 -5.7677
H 0.8482 3.7711 -4.2446
H -0.7202 4.4928 -4.6061
F 1.5454 -3.7904 -5.0728
C 0.8203 -3.4308 -4.0233
C 1.1623 -2.3103 -3.2897
F 2.2340 -1.5827 -3.6150
C 0.3865 -1.9712 -2.2033
F 0.7774 -0.8838 -1.4810
C -0.7190 -2.6798 -1.7852
Se -1.7403 -2.0848 -0.2914
C -1.0313 -3.8050 -2.5363
F -2.0854 -4.5489 -2.2170
C -0.2809 -4.1801 -3.6398
F -0.6104 -5.2563 -4.3390
N 1.0129 3.8889 -0.7117
C 2.3336 3.4269 -0.2976
P 2.4357 1.6499 -0.5518
O 2.1513 1.4194 -2.0844
O 1.5270 0.9421 0.4163
C 4.1798 1.0976 -0.4052
N 4.6816 0.7120 -1.7304
H 0.2903 3.4763 -0.1313
H -0.3725 3.1430 -2.1441
H 0.9500 4.8959 -0.6256
H 2.5993 3.6233 0.7505
H 3.0971 3.8894 -0.9290
H 4.1788 0.2417 0.2701
H 4.7743 1.8788 0.0734
H 2.9522 0.9748 -2.4687
H 5.1406 -0.1875 -1.7144
H 5.3392 1.3865 -2.0980
*
```



Sequential E output: -33404.104 -16637.127 -67279.237 -170996.098 eV
Sequential molar mass output: 372.46 176.17 583.75 816.62 g/mol